Formula: C18H26N4O5S
Source: the Open Molecules 2025 dataset
Level of theory: ωB97M-V/def2-TZVPD

Geometry (Å):
C 2.878 -3.864 3.753
H 1.940 -3.407 3.448
H 3.018 -3.709 4.820
H 2.819 -4.932 3.561
C 4.061 -3.265 2.984
C 5.328 -4.074 3.262
H 5.233 -5.079 2.861
H 6.184 -3.583 2.806
H 5.500 -4.131 4.333
C 3.759 -3.258 1.469
C 2.748 -2.198 1.153
C 2.553 -1.174 2.028
S 1.286 -0.087 1.549
C 1.009 -1.050 0.141
C 1.866 -2.128 0.030
C 1.776 -2.999 -1.152
O 0.807 -2.989 -1.898
N 2.824 -3.826 -1.387
H 3.705 -3.711 -0.923
H 2.795 -4.362 -2.240
N 0.028 -0.705 -0.744
C -0.743 0.385 -0.557
O -0.601 1.120 0.410
C -1.743 0.547 -1.694
O -1.638 -0.185 -2.670
N -2.699 1.480 -1.590
C -2.908 2.390 -0.481
H -2.271 3.274 -0.604
C -4.383 2.795 -0.440
N -4.835 3.461 -1.652
C -4.021 3.119 -2.810
C -3.596 1.663 -2.720
H -3.064 1.350 -3.621
H -4.478 1.023 -2.604
H -4.631 3.266 -3.707
H -3.123 3.748 -2.896
C -5.138 4.868 -1.529
H -5.901 4.972 -0.752
C -3.974 5.819 -1.183
O -3.060 6.016 -2.238
H -3.525 6.406 -2.986
H -3.384 5.415 -0.358
H -4.396 6.782 -0.862
H -5.583 5.186 -2.479
H -4.987 1.889 -0.303
H -4.554 3.439 0.424
H -2.630 1.907 0.456
H -0.111 -1.324 -1.555
C 3.309 -1.016 3.304
O 4.364 -1.942 3.419
H 3.780 -0.029 3.358
H 2.619 -1.103 4.160
H 3.390 -4.243 1.176
H 4.695 -3.053 0.937

The HOMO energy comes out at -8.0 eV. For the energy above the lowest of the compared OMol25 structures with the same formula, charge and spin, the calculation gives 15.2 kcal/mol. The orbital gap is 8.38 eV. The largest force on an atom is 0.9 eV Å⁻¹.

Formula: C18H26N4O6S
Source: the Open Molecules 2025 dataset
Level of theory: ωB97M-V/def2-TZVPD

Geometry (Å):
C 0.992 0.067 1.191
N -0.072 -0.514 0.388
C -0.695 -1.715 0.912
C -1.791 -1.422 1.932
C -2.308 -2.700 2.584
N -3.325 -2.470 3.601
C -3.195 -1.721 4.733
O -4.158 -1.289 5.337
C -1.811 -1.452 5.222
C -0.723 -2.266 5.326
N 0.398 -1.695 5.862
C 0.165 -0.452 6.170
C 1.221 0.460 6.769
O 1.624 0.002 8.029
C 2.679 -0.934 7.799
C 3.220 -0.564 6.410
O 2.365 0.494 5.964
S -1.430 0.091 5.863
C -0.487 0.135 -0.741
O 0.036 1.163 -1.130
C -1.635 -0.502 -1.516
C -2.170 0.397 -2.616
N -2.730 1.657 -2.137
C -3.281 1.799 -0.797
C -3.314 3.261 -0.410
O -4.084 3.980 -1.353
C -3.438 3.975 -2.609
C -2.879 2.637 -3.065
O -2.542 2.502 -4.229
H 1.368 0.945 0.678
H 0.628 0.359 2.179
H 1.801 -0.655 1.321
H -1.083 -2.324 0.096
H 0.093 -2.306 1.389
H -1.390 -0.761 2.703
H -2.621 -0.890 1.457
H -2.763 -3.346 1.831
H -1.473 -3.263 3.002
H -4.290 -2.589 3.333
H -0.699 -3.307 5.041
H 0.834 1.475 6.875
H 3.409 -0.802 8.595
H 2.290 -1.952 7.818
H 4.236 -0.173 6.436
H 3.162 -1.405 5.721
H -1.263 -1.413 -1.994
H -2.429 -0.825 -0.841
H -1.375 0.652 -3.313
H -2.925 -0.158 -3.182
H -4.293 1.385 -0.733
H -2.642 1.268 -0.090
H -3.788 3.394 0.561
H -2.292 3.656 -0.371
H -4.157 4.305 -3.354
H -2.591 4.674 -2.616

The HOMO energy comes out at -9.2 eV. For the energy above the lowest of the compared OMol25 structures with the same formula, charge and spin, the calculation gives 13.2 kcal/mol. The orbital gap is 9.33 eV. The largest force on an atom is 0.2 eV Å⁻¹.

Formula: C18H26N6O4
Source: the Open Molecules 2025 dataset
Level of theory: ωB97M-V/def2-TZVPD

Geometry (Å):
C 4.872 -3.170 0.480
C 3.521 -2.977 1.084
N 2.950 -3.931 1.799
N 1.752 -3.427 2.147
C 1.541 -2.177 1.681
C 0.274 -1.424 1.902
C 2.676 -1.845 0.976
C 2.935 -0.564 0.248
C 1.866 -0.064 -0.717
O 1.739 1.137 -0.899
N 1.061 -0.959 -1.374
C 1.448 -2.336 -1.671
C 1.614 -2.554 -3.170
O 2.533 -3.189 -3.645
N 0.634 -1.961 -3.893
C -0.507 -1.381 -3.211
C -0.025 -0.377 -2.171
C -1.186 -0.012 -1.240
O -1.999 -0.854 -0.876
N -1.227 1.271 -0.855
C -2.296 1.779 -0.029
C -2.230 1.318 1.422
C -3.400 1.946 2.159
C -3.281 3.458 2.137
N -2.963 3.992 0.815
C -2.964 5.442 0.726
C -2.297 3.302 -0.148
O -1.755 3.847 -1.095
H 5.575 -2.408 0.822
H 5.259 -4.148 0.758
H 4.831 -3.118 -0.611
H 1.134 -3.981 2.712
H 0.465 -0.351 1.858
H -0.472 -1.657 1.138
H -0.156 -1.647 2.880
H 3.092 0.273 0.930
H 3.861 -0.651 -0.328
H 2.399 -2.574 -1.215
H 0.706 -3.041 -1.282
H 0.639 -2.096 -4.890
H -1.134 -0.866 -3.936
H -1.121 -2.141 -2.725
H 0.359 0.515 -2.669
H -0.533 1.922 -1.193
H -3.246 1.427 -0.448
H -2.271 0.230 1.451
H -1.280 1.637 1.863
H -4.336 1.638 1.684
H -3.442 1.613 3.197
H -4.214 3.921 2.467
H -2.501 3.778 2.840
H -2.876 5.739 -0.313
H -3.897 5.823 1.142
H -2.128 5.874 1.284

The HOMO energy comes out at -8.9 eV. For the energy above the lowest of the compared OMol25 structures with the same formula, charge and spin, the calculation gives 4.9 kcal/mol. The orbital gap is 9.49 eV. The largest force on an atom is 0.3 eV Å⁻¹.

Formula: C18H26O16Rb3
Source: the Open Molecules 2025 dataset
Level of theory: ωB97M-V/def2-TZVPD

Geometry (Å):
Rb -2.817 4.156 -0.814
Rb 1.081 4.349 -2.336
Rb 0.867 5.431 1.844
C 0.687 0.755 1.884
C 0.216 -0.502 1.672
C -0.619 -0.842 0.433
O -1.039 -2.028 0.055
C -0.935 0.109 -0.484
C -0.460 1.479 -0.370
C 0.536 1.790 0.834
O 1.023 2.923 0.920
O -0.727 2.403 -1.185
O 0.463 -1.366 2.613
H 1.008 1.012 2.883
H -1.489 -0.151 -1.374
C -6.165 -4.247 -4.563
O -6.453 -4.340 -3.130
C -5.604 -3.804 -2.164
O -6.039 -3.865 -1.017
O -4.504 -3.221 -2.618
C -3.575 -2.604 -1.750
H -6.357 -3.250 -4.958
H -6.737 -5.049 -5.029
H -5.174 -4.551 -4.902
H -3.156 -1.757 -2.293
H -2.890 -3.367 -1.380
H -4.019 -2.204 -0.838
C 4.129 2.452 1.102
O 4.564 3.249 2.128
C 5.374 4.196 1.801
O 5.825 4.427 0.661
O 5.643 4.881 3.005
C 6.699 5.831 2.947
H 3.330 2.910 0.519
H 3.726 1.536 1.535
H 4.900 1.966 0.504
H 6.748 6.542 3.772
H 6.549 6.499 2.099
H 7.732 5.504 2.827
C -0.030 -3.508 -2.766
O -1.170 -3.988 -3.513
C -1.204 -3.701 -4.785
O -0.397 -3.021 -5.329
O -2.196 -4.222 -5.367
C -2.241 -4.227 -6.782
H 0.057 -2.432 -2.612
H 0.986 -3.823 -3.005
H -0.315 -3.778 -1.748
H -1.355 -4.663 -7.244
H -2.348 -3.228 -7.206
H -3.090 -4.871 -7.006
C 2.662 2.398 4.771
O 1.422 1.665 4.999
C 0.625 1.953 6.083
O 0.817 2.939 6.767
O -0.353 0.985 6.268
C -0.703 0.258 5.098
H 3.251 2.500 5.683
H 2.367 3.370 4.374
H 3.384 2.000 4.058
H -0.796 0.857 4.192
H -1.706 -0.140 5.249
H -0.007 -0.573 4.987

The HOMO energy (spin up / spin down) comes out at -13.3 / -13.3 eV. As for the charge: +2. The orbital gap (spin up / spin down) is 5.48 / 5.24 eV. The multiplicity is 2. The largest force on an atom is 6.1 eV Å⁻¹.